17
Properties=species:S:1:pos:R:3:forces:R:3 method="wB97M-V/def2-TZVPD" multiplicity=1 max_force_ev_per_a=4.9 energy_ev=-11253.8742 homo_lumo_gap_ev=8.45 charge=+2 smiles="CC1=[NH+]C=[NH+][C@@]1(N)C#N" de_lowest_kj_mol=121.1
C -1.5130 -0.5467 -0.6671 -0.3 0.9 0.5
C 1.0247 -1.5755 0.6984 0.4 -3.1 0.2
C -0.0906 -0.2167 -0.8219 -1.3 -2.5 0.9
C 0.2166 0.4816 0.4705 -0.4 1.6 3.6
C -0.3063 1.7715 1.0598 -0.1 0.8 2.0
N -2.6533 -0.5523 -0.6492 -1.0 -0.3 0.2
N 0.8254 -0.3958 1.3001 -0.4 3.0 1.2
N 0.5106 -1.5752 -0.4651 1.6 -0.6 0.1
N 0.0756 0.1160 -2.0860 1.3 2.6 -4.0
H 1.4582 -2.4713 1.2223 -0.2 1.0 -0.6
H -0.5723 1.7457 2.2401 1.2 -0.4 -2.6
H -1.2274 2.2136 0.6779 -0.2 -0.7 -0.9
H 0.3713 2.6608 0.8977 0.1 -1.0 0.1
H 1.0474 -0.2065 2.3283 -0.4 -0.2 -1.7
H 0.6271 -2.3612 -1.0974 -0.3 0.0 -0.4
H -0.7495 0.3660 -2.6670 0.9 -0.4 0.7
H 0.9554 0.5459 -2.4414 -0.9 -0.5 0.6